(1)
Computed, not measured: a structure of composition C49H43AsBaF6N2O2P2Si, with ωB97M-V/def2-TZVPD.

```
107
Properties=species:S:1:pos:R:3:forces:R:3:lowdin_spin:R:1
Ba 0.103 0.044 -2.147 -1.551 0.368 1.361 0.0704
As 3.656 1.023 -3.307 -0.554 -0.464 0.314 0.0000
P -2.128 0.587 0.485 0.265 -0.168 0.143 0.0295
P 2.802 0.881 1.426 0.057 -0.019 0.056 0.0450
Si 0.549 -1.381 0.932 -0.264 -0.023 0.655 0.4873
F 2.195 -0.075 -3.103 2.407 0.151 -1.166 0.0008
F 2.820 1.984 -4.465 0.186 -0.096 0.120 0.0000
F 2.883 1.962 -2.044 0.088 0.064 0.002 0.0002
F 4.399 0.029 -2.095 0.051 0.095 -0.004 0.0001
F 4.235 -0.008 -4.554 0.061 0.105 0.110 0.0000
F 5.037 2.057 -3.321 -0.128 -0.029 -0.089 0.0000
O -0.316 1.414 -4.023 -0.198 0.567 -0.788 0.0085
O -1.867 -1.575 -1.964 -0.116 0.164 0.000 0.0016
N -1.203 -2.592 -3.952 0.044 0.520 0.103 0.0008
N -0.543 -1.359 -4.183 -0.127 -0.977 -0.100 0.0011
C 4.802 2.567 0.472 -0.175 -0.037 -0.360 0.0009
C 0.679 2.869 4.280 -0.039 -0.100 -0.037 0.0001
C -3.927 0.279 0.531 -0.042 0.047 0.004 0.0034
C 5.948 3.353 0.538 -0.040 -0.010 -0.068 0.0000
C 2.256 -1.808 1.610 -0.059 -0.095 -0.101 0.0733
C 3.284 -0.862 1.759 0.165 0.040 -0.113 0.0144
C -4.887 1.264 0.323 -0.019 -0.002 0.008 0.0023
C -1.951 4.381 -0.936 0.004 -0.046 -0.044 0.0000
C 4.564 -1.285 2.105 -0.176 -0.011 0.014 -0.0014
C 6.662 3.443 1.720 0.041 0.019 0.029 0.0000
C -2.688 -4.898 -3.114 0.034 0.054 -0.024 0.0000
C 4.360 1.861 1.585 -0.003 -0.073 0.160 0.0099
C -4.751 -5.628 -2.109 -0.002 -0.017 -0.001 0.0000
C -3.619 -5.895 -2.869 -0.011 -0.050 0.000 0.0000
C 2.202 0.561 4.214 0.236 0.053 -0.054 0.0005
C -1.891 -2.508 -2.843 -0.147 -0.363 -0.100 0.0000
C -1.978 3.235 1.595 0.031 0.037 -0.017 0.0004
C 0.170 1.258 -5.204 -0.256 -0.001 0.265 0.0007
C -6.240 0.945 0.358 -0.003 0.015 -0.002 -0.0001
C -2.036 2.413 0.475 -0.023 0.021 -0.102 0.0033
C 0.134 -1.252 -5.285 -0.131 0.377 -0.321 0.0001
C 0.285 2.521 -6.031 0.217 -0.026 -0.161 0.0004
C 2.536 -3.149 1.878 0.058 -0.119 -0.055 0.0206
C -4.940 -4.354 -1.592 -0.007 -0.041 0.005 0.0000
C -1.904 5.189 0.189 -0.004 0.075 -0.014 0.0000
C -0.996 -0.812 4.741 -0.021 -0.044 -0.051 0.0019
C 5.085 1.971 2.777 -0.071 0.040 -0.154 0.0020
C -0.506 -0.688 2.361 -0.022 -0.163 0.037 0.0623
C -2.152 -0.064 4.557 0.004 0.002 -0.087 0.0065
C 1.229 2.436 3.083 0.049 0.027 0.023 0.0003
C 0.536 0.047 -5.759 -0.030 0.017 -0.039 0.0003
C -0.313 -2.942 0.348 0.013 0.007 0.117 0.0879
C -6.644 -0.357 0.604 -0.011 -0.033 0.002 0.0023
C 6.228 2.750 2.844 -0.008 0.004 -0.012 0.0005
C -5.690 -1.347 0.808 0.001 -0.002 -0.002 -0.0002
C 0.880 2.142 5.445 -0.001 0.023 0.064 -0.0004
C -1.913 4.614 1.452 0.011 0.028 0.069 0.0001
C -2.012 3.002 -0.792 0.047 0.034 -0.016 0.0007
C -1.669 0.077 2.189 -0.047 0.025 -0.035 0.0075
C 3.809 -3.559 2.254 -0.119 -0.154 -0.014 0.0017
C 1.635 0.980 5.406 0.098 0.077 0.058 0.0001
C 4.826 -2.628 2.348 0.109 0.108 0.036 0.0110
C -2.868 -3.620 -2.589 0.194 -0.141 -0.152 0.0000
C -3.999 -3.361 -1.824 -0.009 0.090 0.050 0.0000
C -4.342 -1.032 0.764 -0.005 -0.012 0.009 0.0021
C -0.186 -1.115 3.657 -0.227 -0.066 -0.046 0.0169
C 2.017 1.289 3.041 0.190 0.087 0.059 0.0016
C -2.485 0.371 3.284 0.004 -0.009 0.001 -0.0015
C 0.451 -2.429 -6.171 -0.036 -0.008 -0.023 0.0000
H -0.522 -3.540 1.245 -0.020 -0.027 -0.145 0.0153
H -1.249 -2.676 -0.150 0.015 -0.025 0.062 0.0009
H -3.463 -6.886 -3.277 -0.006 -0.016 0.003 0.0000
H 6.777 2.824 3.776 -0.015 -0.006 -0.022 0.0001
H 2.785 -0.355 4.189 0.000 0.084 0.021 0.0001
H 0.710 -1.705 3.824 -0.055 0.003 -0.049 0.0018
H -5.826 -4.131 -1.009 -0.017 0.002 0.009 0.0000
H -6.977 1.722 0.192 0.010 -0.015 0.002 -0.0001
H -1.811 -5.086 -3.719 -0.011 -0.002 0.003 0.0000
H -1.963 2.799 2.583 -0.011 -0.047 0.110 -0.0001
H -0.724 -1.163 5.730 -0.016 0.027 -0.029 0.0002
H 1.761 -3.901 1.759 0.048 0.090 0.022 0.0019
H -4.586 2.288 0.135 0.009 -0.015 0.004 0.0002
H -2.792 0.175 5.398 0.006 -0.012 -0.013 0.0005
H 1.288 2.619 -6.449 -0.017 -0.009 -0.020 0.0001
H 4.004 -4.609 2.442 0.006 0.053 -0.002 0.0001
H -2.041 2.389 -1.688 -0.023 -0.026 0.010 0.0003
H 0.278 -3.534 -0.355 0.017 0.046 0.045 -0.0002
H 0.083 3.769 4.299 -0.093 0.117 0.007 0.0000
H -3.605 -1.816 0.904 0.000 0.037 -0.001 0.0001
H 5.367 -0.570 2.181 0.121 0.146 -0.006 -0.0003
H -5.992 -2.372 0.988 -0.008 0.023 0.000 -0.0001
H -5.479 -6.408 -1.925 -0.014 -0.003 0.008 0.0000
H 0.408 -2.144 -7.222 -0.010 0.017 -0.007 0.0000
H 1.470 -2.763 -5.965 0.015 0.002 0.034 0.0000
H 4.244 2.508 -0.463 0.155 -0.019 0.249 0.0003
H 0.438 2.474 6.377 0.010 -0.009 -0.038 0.0000
H 1.050 2.999 2.171 0.009 -0.010 0.021 0.0002
H -1.923 4.813 -1.928 -0.004 -0.004 0.026 0.0000
H 1.779 0.395 6.307 0.002 0.013 -0.014 0.0000
H -3.401 0.930 3.128 0.002 -0.007 0.020 -0.0002
H 0.079 3.384 -5.403 0.012 0.019 0.041 0.0000
H 4.745 1.458 3.663 -0.083 -0.118 0.162 0.0002
H -7.698 -0.605 0.631 0.016 0.007 -0.002 0.0002
H 7.554 4.057 1.771 -0.014 -0.012 0.001 0.0000
H -1.850 6.266 0.083 0.008 -0.020 0.007 0.0000
H 1.030 0.095 -6.721 -0.003 -0.104 -0.022 0.0000
H -4.134 -2.362 -1.427 0.025 -0.075 -0.060 0.0000
H 5.831 -2.942 2.607 -0.023 0.020 -0.009 0.0008
H -0.427 2.503 -6.859 -0.014 -0.005 0.025 0.0000
H -1.868 5.244 2.333 0.008 -0.011 -0.009 0.0000
H -0.229 -3.252 -5.975 -0.029 -0.024 0.003 0.0000
H 6.269 3.892 -0.344 0.006 -0.029 0.031 0.0000
```
Forces are in eV/Å.

The multiplicity is 2. Its total charge is -1. For the electronic energy, the calculation gives -162886.663 eV. For the HOMO energy (alpha / beta), the calculation gives -3.8 / -3.8 eV.


(2)
Computed, not measured: a structure of composition C49H44As2IrN3O4PS2, with ωB97M-V/def2-TZVPD.

```
106
Properties=species:S:1:pos:R:3:forces:R:3:mulliken_charge:R:1
Ir -0.225 0.407 -0.279 0.316 0.768 0.053 3.7428
As 1.855 1.040 0.819 0.193 -0.502 -0.247 1.6694
As 0.347 2.462 -1.594 -0.354 -0.075 0.016 1.8869
S -2.190 0.516 -3.302 -0.130 0.262 0.026 1.6924
S -0.355 -2.212 -3.710 0.015 -0.039 -0.083 -0.0309
P -1.833 0.864 1.300 -0.013 0.457 -0.297 1.8049
O 0.134 -0.940 1.256 -0.543 -0.764 0.377 -0.8705
O -2.499 1.849 -2.841 0.134 0.022 -0.234 -0.8973
O -1.390 0.316 -4.480 0.139 0.099 -0.012 -0.7674
O -0.597 -2.500 2.655 -0.081 -0.078 0.097 -0.7011
N -0.055 -1.780 -1.213 0.555 0.230 -0.308 -0.0797
N -1.453 -0.191 -2.025 0.240 -1.246 0.170 -0.0477
N -7.138 -2.586 -4.105 0.028 -0.040 0.031 -0.4624
C -0.231 3.338 -4.304 0.073 -0.065 -0.077 -0.3084
C 2.972 -0.443 -1.449 0.028 0.024 -0.017 -0.2235
C -1.583 4.228 -0.297 0.040 0.043 0.071 0.3944
C 1.077 2.712 -6.224 0.010 0.008 -0.007 -0.7033
C -5.974 -0.778 -3.031 0.017 0.023 0.034 -0.7071
C 5.293 -1.010 -1.701 -0.007 -0.010 -0.017 -0.6990
C -0.037 5.291 -1.790 -0.048 0.039 0.047 -0.5894
C 5.560 -0.455 -0.458 -0.008 0.005 0.021 -0.8489
C -3.506 1.486 0.990 -0.103 -0.034 0.114 0.3769
C 0.718 -2.886 -1.503 -0.088 0.208 0.029 -0.9466
C -1.340 1.772 2.788 0.109 0.030 0.048 0.8110
C -4.407 1.369 2.058 0.009 -0.041 -0.016 -0.8901
C -2.169 5.458 -0.024 -0.033 -0.011 0.027 -0.5734
C -1.818 3.063 3.021 0.082 -0.010 -0.014 -0.6036
C -5.217 2.567 -0.304 -0.004 0.030 -0.020 -1.0753
C -6.103 2.452 0.752 -0.006 -0.016 0.020 -0.7180
C 0.015 3.408 -5.667 -0.032 0.009 0.006 -0.8790
C 2.881 1.759 3.388 0.065 -0.043 0.033 -0.4578
C -0.499 1.178 3.729 -0.131 -0.050 0.057 -0.7693
C -3.707 -1.381 -4.519 -0.035 0.110 -0.042 -0.4816
C -4.858 -2.117 -4.698 0.014 -0.002 -0.009 -0.9772
C -0.814 -1.543 1.960 0.529 0.203 -0.208 0.0438
C -1.685 6.604 -0.631 0.008 -0.009 -0.009 -0.7837
C 0.610 2.579 -3.499 -0.089 -0.203 -0.035 0.3988
C 1.678 1.883 -4.053 -0.078 0.011 -0.122 -0.5223
C -0.526 4.135 -1.178 0.065 0.092 -0.217 -0.0953
C 4.536 0.107 0.290 0.028 0.002 0.028 -0.9443
C -0.148 1.867 4.881 -0.008 -0.033 0.009 -0.7277
C -3.674 -0.348 -3.583 -0.235 -0.238 0.135 -0.7236
C 2.511 -0.612 3.069 0.067 0.052 0.116 -0.1516
C -3.919 2.074 -0.194 -0.044 0.091 0.107 0.1189
C -0.696 -1.327 -2.268 -0.446 0.514 0.126 -0.2970
C 2.302 2.875 0.441 0.087 0.212 0.117 -1.2920
C -0.609 3.156 5.094 0.021 -0.005 0.006 -0.8629
C 3.998 -1.006 -2.198 0.014 0.018 0.070 -1.0004
C -4.821 -0.047 -2.852 0.121 0.029 -0.013 -0.1185
C 3.462 0.205 5.125 0.002 0.008 0.015 -0.5776
C -6.007 -1.840 -3.946 -0.089 -0.016 -0.038 1.1329
C 2.143 2.996 -1.055 0.217 0.166 -0.085 -1.7407
C 2.450 0.699 2.600 -0.221 -0.095 0.147 -0.0181
C -0.613 6.520 -1.512 0.013 -0.014 -0.002 -1.0386
C 0.652 -3.281 -2.788 -0.084 0.058 -0.063 -0.4935
C 1.909 1.949 -5.419 0.003 -0.015 0.023 -0.8358
C 3.234 0.119 -0.205 0.002 0.050 0.020 0.7385
C -5.699 1.842 1.936 0.014 0.016 -0.025 -0.8895
C 3.398 1.507 4.651 -0.012 0.017 -0.014 -0.9638
C -2.141 -0.840 1.841 -0.297 -0.173 0.026 -0.8060
C -1.445 3.755 4.161 -0.012 -0.012 -0.030 -0.9563
C 3.016 -0.851 4.338 -0.022 0.022 -0.026 -0.8744
H 3.861 0.012 6.112 0.010 -0.010 0.005 0.4026
H -7.108 2.843 0.662 -0.008 -0.006 -0.006 0.4596
H 1.276 -3.362 -0.712 0.025 0.021 0.018 0.4818
H -6.864 -0.531 -2.467 -0.008 0.005 0.009 0.3545
H -3.231 2.176 -1.019 -0.112 -0.070 -0.018 1.1425
H 6.094 -1.451 -2.280 0.005 -0.001 -0.004 0.4313
H -2.720 -1.325 1.048 -0.025 0.035 0.008 0.5389
H -2.708 -0.892 2.770 0.011 -0.053 -0.026 0.5348
H -3.011 5.518 0.655 0.009 -0.021 0.011 0.5294
H -0.636 4.000 -6.296 -0.006 -0.009 -0.004 0.4332
H 0.485 1.386 5.614 0.024 -0.012 0.003 0.5634
H 3.778 -1.446 -3.162 -0.002 -0.001 -0.001 0.4960
H 3.324 3.065 0.775 -0.017 0.007 -0.061 0.8179
H -6.388 1.748 2.765 -0.002 0.002 0.003 0.4723
H -0.330 3.690 5.993 -0.004 0.003 0.010 0.4383
H 1.967 -0.458 -1.853 -0.007 0.024 0.024 0.1622
H 3.745 2.328 5.264 -0.002 -0.002 0.005 0.4237
H 2.819 2.779 3.030 0.000 0.003 0.019 0.3985
H -7.988 -2.332 -3.638 0.006 0.021 -0.020 0.1917
H 1.119 -4.136 -3.249 -0.007 -0.015 -0.014 0.5024
H -1.823 4.754 4.330 -0.003 0.007 -0.003 0.4748
H -4.881 -2.909 -5.437 0.005 -0.009 0.002 0.3099
H 2.738 1.404 -5.852 -0.001 -0.003 -0.004 0.4631
H 2.865 2.369 -1.576 0.018 -0.016 -0.014 0.7669
H 6.568 -0.462 -0.066 0.005 -0.002 0.003 0.4376
H -2.843 -1.577 -5.136 0.051 -0.026 0.029 0.5224
H 1.625 3.539 0.983 -0.009 -0.034 -0.018 0.5311
H 0.777 5.237 -2.503 0.001 0.006 -0.001 0.4576
H -4.093 0.921 2.993 -0.012 0.024 0.005 0.3636
H -2.142 7.562 -0.425 0.003 0.007 0.007 0.4280
H 2.330 1.277 -3.436 0.026 -0.006 0.016 0.0239
H 2.273 4.017 -1.413 0.010 -0.012 0.051 0.8913
H 2.154 -1.432 2.463 0.012 0.004 -0.013 0.4289
H 1.255 2.762 -7.290 0.003 0.007 -0.005 0.3989
H -1.077 3.859 -3.880 -0.035 -0.011 0.011 0.5458
H 3.061 -1.865 4.712 -0.002 -0.008 0.005 0.4710
H -4.808 0.781 -2.158 -0.022 -0.069 0.020 0.0243
H -0.132 0.170 3.589 0.012 0.032 0.022 0.5234
H -0.231 7.411 -1.992 -0.006 0.005 -0.002 0.4504
H -7.196 -3.278 -4.829 0.002 0.028 0.002 0.1892
H -5.532 3.051 -1.221 0.045 -0.026 -0.028 0.6209
H -1.959 3.335 0.168 0.037 0.045 0.073 -0.6270
H -2.504 3.524 2.326 -0.035 0.038 -0.052 0.3113
H 4.756 0.526 1.265 0.001 0.005 -0.005 0.4282
```
Forces are in eV/Å.

Its total charge is +1. For the electronic energy, the calculation gives -219658.828 eV. For the HOMO energy, the calculation gives -10.0 eV.


> Which value of electronic energy does entry 1 give?

-162886.663 eV


> Number 2 is which compound?

C49H44As2IrN3O4PS2


> Which value of electronic energy does entry 2 give?

-219658.828 eV


> Which formula does entry 2 have?

C49H44As2IrN3O4PS2